1.
{"formula": "C2H4N2", "method": "ωB97M-V/def2-TZVPD", "species": ["C", "C", "N", "N", "H", "H", "H", "H"], "positions_angstrom": [[0.451, -0.743, 2.302], [0.436, 0.119, -0.468], [1.494, -1.028, 2.716], [-0.528, -0.114, 1.771], [0.785, -0.840, -0.750], [-0.539, 0.401, -0.660], [1.150, 0.976, -0.291], [-1.023, -0.698, 1.147]], "forces_ev_per_angstrom": [[1.4, 0.2, 0.4], [1.7, 1.9, 1.5], [0.8, -0.9, 0.8], [-0.5, 1.3, -1.3], [0.3, -0.7, 0.0], [-1.7, 0.4, -0.7], [-0.8, -1.4, -0.1], [-1.1, -0.9, -0.5]], "mol_weight_g_mol": 56.07, "total_energy_ev": -5114.731, "relative_energy_kcal_mol": 97.52, "homo_energy_ev": [-10.418, -9.512], "lumo_ev": [-0.75, -2.00]}

***

2.
{"formula": "C24H29AsKN2PSe2", "method": "ωB97M-V/def2-TZVPD", "species": ["K", "C", "C", "C", "C", "C", "C", "H", "H", "H", "H", "H", "H", "Se", "P", "Se", "C", "C", "C", "C", "C", "C", "C", "C", "C", "C", "C", "C", "H", "H", "H", "H", "H", "H", "H", "H", "H", "H", "C", "As", "C", "C", "H", "H", "H", "H", "H", "H", "H", "H", "H", "N", "C", "C", "C", "N", "H", "H", "H", "H"], "positions_angstrom": [[-0.054, 0.028, 0.017], [-2.840, 0.507, 1.644], [-3.224, 0.513, 0.311], [-2.836, 1.558, -0.517], [-2.066, 2.595, -0.010], [-1.673, 2.582, 1.322], [-2.060, 1.538, 2.149], [-3.112, -0.327, 2.279], [-3.775, -0.322, -0.100], [-3.096, 1.538, -1.567], [-1.736, 3.392, -0.664], [-1.037, 3.370, 1.704], [-1.713, 1.502, 3.173], [-1.052, -1.602, -2.458], [0.366, -3.101, -1.790], [1.469, -2.725, 0.051], [1.583, -3.399, -3.123], [2.947, -3.492, -2.885], [3.820, -3.749, -3.934], [3.333, -3.914, -5.220], [1.968, -3.823, -5.459], [1.096, -3.564, -4.417], [-0.430, -4.738, -1.700], [0.359, -5.826, -1.339], [-0.195, -7.092, -1.272], [-1.541, -7.279, -1.561], [-2.328, -6.195, -1.918], [-1.775, -4.924, -1.986], [3.324, -3.358, -1.878], [4.882, -3.817, -3.737], [4.013, -4.111, -6.038], [1.580, -3.947, -6.462], [0.033, -3.477, -4.607], [1.407, -5.684, -1.100], [0.423, -7.934, -0.989], [-1.973, -8.269, -1.502], [-3.377, -6.331, -2.143], [-2.381, -4.070, -2.262], [2.621, 0.375, -3.184], [2.278, 1.544, -1.656], [2.442, 3.285, -2.535], [4.054, 1.477, -0.840], [3.494, 0.706, -3.748], [1.741, 0.356, -3.825], [2.784, -0.636, -2.808], [3.369, 3.351, -3.106], [2.433, 4.067, -1.775], [1.598, 3.445, -3.205], [4.830, 1.707, -1.571], [4.220, 0.478, -0.436], [4.101, 2.194, -0.021], [1.820, -0.684, 2.968], [2.654, -0.482, 4.003], [2.755, 0.880, 4.166], [1.926, 1.415, 3.167], [1.355, 0.460, 2.453], [1.557, -1.550, 2.518], [3.106, -1.308, 4.521], [3.342, 1.404, 4.898], [1.723, 2.449, 2.941]], "forces_ev_per_angstrom": [[-0.2, 0.2, 0.3], [0.0, -0.1, 0.0], [0.0, -0.1, -0.1], [0.0, 0.0, -0.1], [0.1, 0.0, -0.1], [0.1, 0.1, 0.0], [0.1, 0.0, 0.1], [0.0, 0.0, 0.0], [-0.1, 0.0, 0.0], [-0.1, 0.0, 0.0], [0.0, 0.0, 0.0], [0.0, 0.0, 0.0], [-0.1, 0.0, 0.0], [0.1, -0.3, 0.0], [0.1, 0.3, 0.0], [-0.1, -0.2, -0.2], [0.0, 0.1, 0.0], [0.0, 0.0, 0.1], [0.0, 0.0, 0.0], [0.0, 0.0, 0.0], [0.0, 0.0, 0.0], [0.0, 0.0, 0.0], [-0.1, 0.1, 0.2], [0.0, -0.1, 0.0], [0.0, 0.0, 0.0], [0.0, 0.0, 0.0], [0.0, 0.0, 0.0], [0.0, 0.1, 0.0], [0.0, 0.0, 0.0], [0.0, 0.0, 0.0], [0.0, 0.0, 0.0], [0.0, 0.0, 0.0], [0.0, 0.0, 0.0], [0.0, 0.0, 0.0], [0.0, 0.0, 0.0], [0.0, 0.0, 0.0], [0.0, 0.0, 0.0], [0.0, 0.0, 0.0], [0.0, 0.0, 0.1], [0.1, 0.0, -0.1], [0.0, 0.0, 0.0], [0.0, 0.0, 0.0], [0.0, 0.0, 0.0], [0.0, 0.0, 0.0], [0.0, 0.0, 0.0], [0.0, 0.0, 0.0], [0.0, 0.0, 0.0], [0.0, 0.0, 0.0], [0.0, 0.0, 0.0], [0.0, 0.0, 0.0], [0.0, 0.0, 0.0], [-0.1, 0.0, 0.0], [0.1, -0.1, -0.1], [0.1, -0.1, 0.1], [0.0, 0.0, 0.1], [0.0, 0.0, -0.3], [0.0, -0.1, 0.1], [0.0, 0.0, 0.0], [0.0, 0.0, 0.0], [0.0, 0.0, 0.0]], "mol_weight_g_mol": 648.42, "total_energy_ev": -245486.486, "relative_energy_kcal_mol": 0.00, "homo_energy_ev": -7.498, "lumo_ev": 0.18}

***

3.
{"formula": "C3H7N2O", "method": "ωB97M-V/def2-TZVPD", "species": ["C", "C", "N", "C", "N", "H", "H", "H", "H", "H", "H", "H", "O"], "positions_angstrom": [[-0.925, 1.054, 0.056], [-0.433, 0.625, -1.122], [-0.316, -0.737, -1.022], [-0.763, -1.141, 0.162], [-1.081, -0.062, 0.857], [-1.252, 2.014, 0.408], [-0.289, 1.183, -2.026], [-0.065, -1.408, -1.738], [-0.922, -2.173, 0.427], [-1.680, -0.062, 1.670], [2.597, 1.012, 0.661], [2.919, -0.470, 0.758], [2.208, 0.165, 0.910]], "forces_ev_per_angstrom": [[-0.1, -0.1, 0.5], [-0.2, 0.4, -0.1], [-0.3, -0.8, 0.0], [0.2, -0.1, -0.2], [-0.8, 0.1, -0.4], [0.2, 0.2, -0.1], [0.4, -0.1, -0.1], [0.1, 0.4, -0.1], [0.2, 0.1, 0.3], [0.4, -0.1, 0.3], [0.0, 0.0, 0.1], [0.0, 0.0, 0.1], [0.0, -0.1, -0.3]], "mol_weight_g_mol": 87.10, "total_energy_ev": -8245.955, "relative_energy_kcal_mol": 4.24, "total_charge": 1, "homo_energy_ev": -14.706, "lumo_ev": -3.25}

***

4.
{"formula": "C30H81N5O13", "method": "ωB97M-V/def2-TZVPD", "species": ["C", "O", "C", "C", "N", "C", "C", "O", "C", "H", "H", "H", "H", "H", "H", "H", "H", "H", "H", "H", "H", "H", "H", "H", "C", "O", "C", "C", "N", "C", "C", "O", "C", "H", "H", "H", "H", "H", "H", "H", "H", "H", "H", "H", "H", "H", "H", "H", "C", "O", "C", "C", "N", "C", "C", "O", "C", "H", "H", "H", "H", "H", "H", "H", "H", "H", "H", "H", "H", "H", "H", "H", "C", "O", "C", "C", "N", "C", "C", "O", "C", "H", "H", "H", "H", "H", "H", "H", "H", "H", "H", "H", "H", "H", "H", "H", "C", "O", "C", "C", "N", "C", "C", "O", "C", "H", "H", "H", "H", "H", "H", "H", "H", "H", "H", "H", "H", "H", "H", "H", "O", "H", "H", "O", "H", "H", "O", "H", "H"], "positions_angstrom": [[-2.087, -0.214, -9.341], [-0.856, 0.380, -9.659], [0.021, 0.373, -8.558], [1.368, 0.941, -8.985], [1.992, 0.040, -9.953], [3.300, 0.542, -10.396], [3.803, -0.330, -11.558], [2.888, -0.456, -12.619], [2.445, 0.769, -13.181], [-2.767, -0.304, -10.185], [-2.640, 0.292, -8.542], [-1.928, -1.234, -8.970], [0.111, -0.639, -8.149], [-0.366, 1.056, -7.789], [1.959, 1.117, -8.082], [1.245, 1.951, -9.400], [1.317, -0.091, -10.696], [3.990, 0.578, -9.553], [3.133, 1.597, -10.659], [3.917, -1.339, -11.158], [4.786, 0.033, -11.876], [1.798, 1.306, -12.485], [1.850, 0.483, -14.048], [3.270, 1.374, -13.565], [0.234, -9.935, -8.966], [-0.776, -9.352, -8.179], [-0.251, -8.321, -7.363], [-1.342, -7.849, -6.420], [-2.479, -7.290, -7.150], [-2.349, -6.069, -7.947], [-2.162, -4.826, -7.068], [-0.855, -4.659, -6.518], [0.161, -4.420, -7.450], [0.764, -9.270, -9.649], [-0.120, -10.833, -9.468], [1.035, -10.312, -8.312], [0.162, -7.511, -7.972], [0.576, -8.691, -6.738], [-0.985, -7.010, -5.817], [-1.611, -8.623, -5.703], [-2.977, -7.986, -7.684], [-3.342, -5.930, -8.383], [-1.679, -6.138, -8.811], [-2.826, -4.850, -6.208], [-2.393, -3.939, -7.667], [-0.146, -3.757, -8.272], [0.461, -5.373, -7.894], [0.989, -3.839, -7.041], [6.545, -2.681, -1.663], [7.496, -3.238, -2.563], [7.196, -4.548, -3.011], [5.940, -4.660, -3.822], [6.011, -3.909, -5.059], [4.765, -3.953, -5.797], [4.413, -5.320, -6.391], [3.732, -6.210, -5.512], [2.630, -5.713, -4.801], [6.364, -3.395, -0.851], [5.612, -2.471, -2.187], [7.043, -1.817, -1.231], [7.156, -5.242, -2.161], [8.045, -4.864, -3.620], [5.066, -4.350, -3.224], [5.755, -5.713, -4.044], [6.347, -2.963, -4.995], [4.789, -3.216, -6.601], [3.922, -3.599, -5.182], [5.331, -5.778, -6.752], [3.746, -5.167, -7.243], [2.044, -5.126, -5.519], [2.871, -5.156, -3.890], [2.000, -6.530, -4.444], [-1.443, -3.346, -13.704], [-1.622, -4.031, -12.500], [-1.308, -3.322, -11.326], [0.164, -3.110, -11.049], [0.864, -4.302, -10.590], [1.368, -5.141, -11.664], [1.903, -6.436, -11.103], [3.133, -6.153, -10.435], [3.467, -7.122, -9.457], [-1.904, -3.858, -14.546], [-0.363, -3.303, -13.902], [-1.834, -2.321, -13.687], [-1.828, -3.726, -10.454], [-1.757, -2.320, -11.432], [0.159, -2.365, -10.248], [0.620, -2.611, -11.915], [1.611, -3.979, -9.983], [2.167, -4.696, -12.269], [0.551, -5.492, -12.301], [2.011, -7.201, -11.879], [1.218, -6.805, -10.330], [3.029, -6.855, -8.489], [4.550, -7.129, -9.339], [3.123, -8.132, -9.684], [9.483, 0.564, -11.982], [9.229, -0.431, -11.022], [7.865, -0.844, -11.076], [7.608, -1.880, -9.984], [7.549, -1.202, -8.692], [6.223, -0.637, -8.441], [6.174, -0.008, -7.068], [6.681, -0.959, -6.115], [6.430, -0.476, -4.808], [10.519, 0.885, -11.927], [8.774, 1.398, -11.920], [9.307, 0.161, -12.990], [7.686, -1.332, -12.041], [7.285, 0.070, -10.923], [8.466, -2.551, -10.020], [6.692, -2.425, -10.239], [7.636, -1.856, -7.917], [5.438, -1.400, -8.537], [6.106, 0.188, -9.151], [5.180, 0.355, -6.788], [6.886, 0.819, -7.001], [5.378, -0.181, -4.723], [6.982, 0.444, -4.570], [6.733, -1.174, -4.030], [4.918, -4.176, -9.243], [4.244, -3.579, -8.830], [4.405, -4.788, -9.793], [2.336, -1.285, -6.118], [1.608, -1.638, -5.590], [2.479, -0.395, -5.777], [2.907, -2.485, -8.586], [2.661, -1.661, -9.056], [2.840, -2.254, -7.639]], "forces_ev_per_angstrom": [[-0.4, -0.8, 0.6], [-0.2, 0.0, -0.5], [0.2, 1.0, 0.2], [-0.5, -0.4, -0.2], [0.5, -0.1, 1.3], [-1.3, 0.3, -0.7], [0.1, 0.2, 1.0], [-0.1, 0.3, 0.0], [-0.1, -0.7, -0.4], [0.4, 0.3, -0.4], [0.2, 0.4, 0.0], [0.1, -0.1, 0.0], [0.2, 0.0, 0.0], [-0.2, -0.2, 0.2], [0.3, -0.5, -0.1], [-0.3, 0.0, -0.1], [0.3, -0.1, -0.3], [0.1, -0.4, 0.0], [0.5, 0.1, -0.4], [0.2, -0.1, -0.1], [0.0, 0.0, -0.3], [0.2, 0.3, 0.0], [-0.1, 0.1, 0.1], [0.1, 0.2, 0.3], [0.9, -0.8, 0.8], [0.2, 0.2, -0.4], [0.2, -0.4, 0.8], [0.1, 1.5, -0.9], [-0.8, -0.3, 0.3], [-0.7, -0.2, 0.8], [0.9, -0.1, -0.5], [-0.2, 0.4, 0.7], [-0.3, 0.3, -0.9], [-0.5, 0.4, -0.3], [-0.4, 0.3, -0.3], [0.0, 0.0, 0.1], [-0.2, 0.1, -0.1], [0.1, -0.2, -0.2], [0.4, -0.2, 0.0], [-0.4, -0.2, -0.3], [0.2, -0.2, 0.0], [0.0, 0.0, -0.1], [0.4, 0.2, 0.2], [-0.1, -0.2, -0.1], [-0.1, 0.1, -0.1], [-0.5, -0.3, -0.1], [0.5, 0.3, -0.1], [0.1, -0.6, 0.6], [0.7, -0.9, -0.2], [0.0, 0.2, -0.1], [0.4, -0.2, 0.2], [-0.4, 0.4, 0.0], [-0.1, -0.7, -0.5], [-0.3, 0.3, -0.1], [-0.7, 0.9, 0.2], [0.9, -1.0, 0.7], [-0.4, 0.1, -0.6], [-0.2, 0.0, 0.0], [-0.1, 0.4, 0.2], [-0.4, 0.3, -0.1], [-0.1, 0.1, 0.1], [0.0, 0.2, 0.0], [0.0, 0.0, 0.2], [0.1, 0.0, -0.1], [0.1, 0.0, 0.3], [0.4, -0.1, -0.2], [-0.1, -0.1, 0.2], [-0.1, -0.3, 0.1], [0.1, 0.2, -0.1], [-0.3, 0.3, 0.5], [0.2, 0.3, -0.3], [0.2, -0.3, -0.3], [1.1, 0.4, -0.1], [-0.9, -1.1, 0.3], [-0.4, 1.3, -0.5], [-0.4, 0.0, 0.2], [-0.1, 0.5, -0.3], [-0.1, -1.0, 0.2], [0.2, 0.4, 1.0], [0.1, -0.6, -0.3], [0.1, 0.1, 0.5], [-0.2, -0.3, 0.3], [-0.1, 0.3, -0.3], [0.0, 0.0, 0.2], [0.2, -0.7, -0.2], [0.1, 0.1, 0.0], [0.3, 0.0, 0.1], [0.2, -0.1, 0.0], [0.2, -0.3, -0.1], [-0.1, 0.2, -0.2], [-0.2, 0.6, -0.1], [0.3, 0.0, 0.0], [-0.3, -0.1, -0.2], [-0.1, 0.0, 0.0], [0.0, 0.0, 0.0], [0.0, 0.0, -0.4], [-0.5, -0.5, -0.7], [0.0, 0.1, 0.0], [0.9, -0.3, 0.4], [0.2, 0.9, -0.3], [-0.6, -0.4, 0.8], [0.4, 0.4, -0.1], [1.4, -0.4, 0.3], [-0.9, 0.2, 0.5], [0.1, 0.7, 0.1], [0.0, 0.1, 0.3], [0.2, 0.2, 0.4], [0.2, -0.1, -0.1], [-0.3, 0.3, -0.2], [-0.5, -0.2, -0.3], [-0.1, -0.2, 0.2], [0.0, -0.2, 0.2], [0.6, -0.2, -0.3], [-0.2, 0.2, -0.2], [-0.5, -0.2, -0.1], [-0.2, -0.2, 0.0], [-0.2, 0.3, -0.3], [-0.2, -0.4, 0.3], [0.2, 0.0, -0.4], [-0.2, -0.4, -0.3], [-0.2, 0.3, 0.2], [0.5, -0.5, -0.8], [0.0, 0.3, 0.1], [-0.3, 0.1, 0.3], [0.1, 0.0, -0.1], [0.1, -0.1, 0.0], [-0.2, 0.2, 0.4], [-0.2, 0.0, 0.0], [-0.1, 0.1, -0.4]], "mol_weight_g_mol": 720.00, "total_energy_ev": -66485.162, "relative_energy_kcal_mol": 0.00, "smiles": "COCCNCCOC.COCCNCCOC.COCCNCCOC.COCCNCCOC.COCCNCCOC.O.O.O", "homo_energy_ev": -8.202, "lumo_ev": -0.13}